No. 1
This record from OMol25 describes a cluster of 2 separate species, C16H21Br2F9N2O4 in total at a distorted geometry. The level of theory is the ωB97M-V functional and the def2-TZVPD basis.

Structure (XYZ):
```
54
C16H21Br2F9N2O4 the ωB97M-V functional and the def2-TZVPD basis
C 1.54 3.79 2.10
C 1.76 3.52 0.58
Br 3.46 2.64 0.24
C 0.51 2.99 -0.13
Br 0.56 3.81 -1.94
C 0.18 1.44 -0.12
C -1.36 1.45 -0.13
F -1.79 2.07 0.99
F -1.85 2.20 -1.12
C -2.21 0.15 -0.16
F -3.48 0.61 0.06
F -2.01 -0.66 0.86
C -2.36 -0.70 -1.46
F -1.70 -1.82 -1.25
F -1.96 -0.09 -2.57
C -3.82 -1.18 -1.73
F -4.60 -0.24 -2.20
F -4.31 -1.80 -0.73
F -3.69 -2.07 -2.71
C 0.84 0.83 -1.39
C 1.32 -0.64 -1.38
C 0.83 -1.38 -2.66
C 2.87 -0.68 -1.54
N 0.98 -1.40 -0.17
O 1.32 -2.62 -0.19
C 1.16 -0.72 1.11
C 2.62 -0.76 1.65
C 0.43 -1.63 2.16
C 0.59 0.73 1.20
H 2.18 3.09 2.63
H 0.51 3.64 2.40
H 1.93 4.77 2.35
H 1.90 4.50 0.18
H -0.30 3.55 0.32
H 0.16 1.01 -2.21
H 1.74 1.37 -1.68
H 1.68 -1.70 -3.26
H 0.24 -0.74 -3.31
H 0.33 -2.31 -2.41
H 3.38 0.00 -0.86
H 3.24 -1.70 -1.53
H 3.06 -0.30 -2.54
H 3.27 0.00 1.23
H 2.58 -0.73 2.73
H 3.04 -1.73 1.38
H 1.12 -2.35 2.58
H -0.34 -2.21 1.69
H 0.05 -1.04 3.00
H -0.24 0.66 1.89
H 1.34 1.28 1.76
N -4.17 -4.23 1.58
O -3.09 -4.72 1.21
O -5.14 -4.19 0.79
O -4.29 -3.77 2.74
```

## Properties
- Max |F|: 2.37 eV/A
- Molar mass: 636.14 g mol⁻¹
- Calculated total energy: -7079.420846 Eh
- LUMO level (alpha / beta): 1.7826 / 1.7790 eV
- Frontier orbital gap (alpha / beta): 5.827 / 5.824 eV
- <S²>: 0.754
- Charge: -1
- Highest occupied orbital energy (alpha / beta): -4.04 / -4.04 eV
- 2S+1: 2

Atom charges from the Löwdin analysis, given in e for atoms 1 to 4:
1. C -0.1116
2. C -0.7734
3. Br 0.7906
4. C -0.5691

---

No. 2
This record from OMol25 describes a structure of composition C35H29Cl3N6O2Ru at a distorted geometry. The level of theory is the ωB97M-V functional and the def2-TZVPD basis.

Structure (XYZ):
```
76
C35H29Cl3N6O2Ru the ωB97M-V functional and the def2-TZVPD basis
Ru -0.43 -0.02 -0.52
Cl 6.45 1.97 -1.85
C 4.89 1.99 -1.12
C 4.07 0.89 -1.21
C 2.79 0.87 -0.63
N 1.90 -0.17 -0.74
C 2.31 -1.39 -1.11
O 3.46 -1.82 -1.18
C 1.20 -2.32 -1.55
C 1.52 -3.21 -2.57
C 0.55 -4.06 -3.08
C -0.71 -4.02 -2.49
C -0.93 -3.15 -1.44
N -0.02 -2.29 -0.98
C 2.38 2.06 0.02
C 3.22 3.14 0.15
C 4.48 3.13 -0.43
Cl 5.52 4.49 -0.24
N 1.09 2.08 0.64
C 1.04 1.66 1.93
O 2.02 1.44 2.61
C -0.34 1.44 2.48
C -0.75 2.13 3.61
C -1.99 1.85 4.16
C -2.73 0.82 3.59
C -2.23 0.15 2.49
N -1.07 0.47 1.90
H 4.44 0.00 -1.69
H 2.53 -3.21 -2.95
H 0.76 -4.73 -3.90
H -1.51 -4.66 -2.83
H -1.88 -3.16 -0.93
H 2.92 4.00 0.73
H -0.10 2.87 4.03
H -2.35 2.40 5.02
H -3.69 0.53 4.00
H -2.77 -0.68 2.07
N -8.15 0.11 0.17
C -7.00 0.13 0.00
C -5.63 0.14 -0.20
C -4.84 -1.00 0.11
C -3.50 -0.96 -0.11
N -2.83 0.10 -0.62
C -3.58 1.19 -0.92
C -4.94 1.25 -0.74
H -5.31 -1.89 0.51
H -2.88 -1.82 0.13
H -3.04 2.03 -1.33
H -5.48 2.14 -1.01
Cl 3.16 4.63 -4.37
C 2.01 3.37 -4.01
C 0.67 3.70 -3.84
C -0.24 2.72 -3.52
C 0.16 1.37 -3.33
C -0.76 0.37 -2.92
C 1.52 1.08 -3.59
C 2.43 2.05 -3.91
H 0.36 4.73 -3.97
H -1.29 2.98 -3.42
H -0.50 -0.65 -3.21
H -1.81 0.61 -3.02
H 1.84 0.05 -3.51
H 3.46 1.81 -4.08
C -0.96 5.01 -0.71
C 0.21 4.37 0.04
C 0.25 4.88 1.48
C 0.04 2.84 -0.02
H -0.89 6.10 -0.67
H -1.91 4.71 -0.27
H -0.94 4.72 -1.75
H 1.13 4.64 -0.47
H -0.73 4.73 1.95
H 0.48 5.94 1.50
H 1.00 4.35 2.07
H 0.02 2.54 -1.08
H -0.93 2.58 0.45
```

## Properties
- Max |F|: 2.91 eV/A
- Molar mass: 773.09 g mol⁻¹
- Energy relative to the best compared isomer or geometry (same formula, charge and spin): 14.47 kcal per mole
- Calculated total energy: -3305.650441 Eh
- LUMO level (alpha / beta): 2.1552 / 1.9536 eV
- Frontier orbital gap (alpha / beta): 4.816 / 6.746 eV
- <S²>: 1.215
- Charge: -1
- Highest occupied orbital energy (alpha / beta): -2.66 / -4.79 eV
- 2S+1: 2

Atom charges from the Löwdin analysis, given in e for atoms 1 to 4:
1. Ru 1.0321
2. Cl 0.6605
3. C -0.6833
4. C -0.0390

---

No. 3
This record from OMol25 describes an isolated molecule of C4H9NO at a distorted geometry. The level of theory is the ωB97M-V functional and the def2-TZVPD basis.

Structure (XYZ):
```
15
C4H9NO the ωB97M-V functional and the def2-TZVPD basis
O -2.11 1.88 -1.08
C -1.73 0.74 -0.95
C -0.66 0.43 0.08
C 0.62 -0.06 -0.60
C 1.76 -0.34 0.43
N -1.23 -0.60 1.02
H -2.18 0.02 -1.66
H -0.43 1.38 0.56
H 1.01 0.60 -1.38
H 0.41 -0.98 -1.17
H 2.55 0.40 0.38
H 1.39 -0.34 1.45
H 2.16 -1.31 0.19
H -0.73 -1.47 0.81
H -0.82 -0.35 1.91
```

## Properties
- Max |F|: 2.00 eV/A
- Molar mass: 87.12 g mol⁻¹
- Energy relative to the best compared isomer or geometry (same formula, charge and spin): 36.89 kcal per mole
- SMILES: CC[C@H](N)C=O
- Calculated total energy: -287.773668 Eh
- LUMO level: 0.8907 eV
- Frontier orbital gap: 10.402 eV
- Highest occupied orbital energy: -9.51 eV

Atom charges from the Löwdin analysis, given in e for atoms 1 to 4:
1. O 0.0369
2. C -0.2250
3. C -0.3754
4. C -0.2163

---

Which value of molar mass does entry 3 give? 87.12 g mol⁻¹